No. 1
# C65H94N11O5P

A cluster of 10 separate species, C65H94N11O5P in total (the ωB97M-V functional and the def2-TZVPD basis, the Open Molecules 2025 dataset).

Output
HOMO-LUMO gap (eV): 7.5
Energy above the lowest of the compared OMol25 structures with the same formula, charge and spin (eV): 0.0000
LUMO energy (eV): -0.66
Multiplicity: 1
E_HOMO (eV): -8.12

```
176
Properties=species:S:1:pos:R:3:forces:R:3
C 5.63870 4.01334 1.92864 -0.0004 -0.0222 -0.0788
H 5.72314 -3.58019 0.92919 -0.9727 -0.6195 -0.4345
C -5.93762 1.00424 4.18051 0.0766 -0.0065 0.0018
C -7.98485 0.07733 4.21990 -0.1900 0.0841 0.0065
H -1.86453 -5.73211 3.53990 0.1864 0.3283 -1.0527
H 6.71239 5.68602 -11.20885 -0.0591 -0.0194 0.0246
H -5.22181 -4.43814 -1.75601 -0.5200 -0.0355 -1.0200
H -3.48038 -1.95710 -1.79897 0.5659 0.1369 1.2044
C -4.59845 -5.28536 -3.69257 -1.7562 0.1730 0.6197
N 0.96674 0.28948 -3.31116 1.9039 1.5148 1.6930
C 4.65347 -3.92321 1.01755 -0.7565 0.7343 1.0131
H 4.43200 7.04671 -11.77188 -0.0022 -0.0531 0.0396
H 6.75877 -0.75443 0.69001 0.0576 0.0096 -0.0135
C -8.99538 -4.01931 3.68754 -0.0585 0.0213 0.0480
C -7.10721 -5.11880 4.16061 0.0295 -0.0392 0.0752
N 5.18431 8.54538 2.70619 0.0281 0.1086 0.0510
H -4.70663 -5.12289 -4.79696 0.1047 -0.0296 1.0446
O -3.39051 -2.93868 -4.76904 0.8817 -1.2643 0.6413
N 0.81662 2.72719 6.40773 -0.0331 -0.1079 -0.0712
H -6.49360 -5.86168 4.64481 -0.0112 0.0630 -0.0408
H 6.42748 5.49429 3.33000 -0.0550 -0.0331 -0.0068
C 1.43433 0.39306 -0.84829 -1.4523 -1.4139 1.9886
H -8.97160 1.99262 4.81130 0.0078 -0.1070 0.0558
C -0.57721 -1.44662 2.15890 -0.3250 -0.6842 0.2421
C -1.94800 -0.78543 2.64059 0.7577 0.8451 -0.5217
C -0.68788 -5.65979 -5.04969 1.3833 -1.1576 -0.8910
O 4.54898 -5.31931 1.38040 1.4316 0.6735 0.1599
H 1.06346 0.65101 -6.36025 -0.0613 0.0484 -0.0269
C -10.27549 4.27889 2.36513 -0.0219 -0.0881 0.0142
C 10.01735 -1.08824 0.20777 0.1042 -0.1150 0.0621
H -0.77339 -1.23779 -4.07055 -0.5165 -0.0476 1.3046
C 4.20932 5.31709 3.07271 -0.2119 0.0220 0.0141
H 2.81036 -0.82707 3.34025 0.2554 0.2810 -0.9299
C -3.62171 -0.28244 -0.31470 -1.6776 -0.7927 0.1353
H 0.17861 -1.12104 2.93418 -0.6809 -0.1286 -1.2648
C 2.00569 1.16345 -3.38109 -0.3698 -0.5395 1.5237
C -0.16535 -0.97354 0.70951 1.4606 1.0468 -1.2827
H -5.09985 -1.13858 1.20216 -0.1043 0.7440 -0.9089
H -5.81540 -3.96001 2.83250 -0.0429 -0.0275 0.0245
C 0.99822 -0.09549 0.52316 -1.3356 -0.5629 -0.2828
H -2.28936 -3.31973 3.70024 0.1608 -0.3324 -1.2151
H 7.30609 8.35132 2.62665 -0.0368 0.0515 0.0300
H 4.06721 -3.77502 0.06946 0.8342 -0.1478 0.7661
C 0.78976 -5.19360 -5.45019 -0.7604 -0.2573 0.4452
H -6.16409 -1.11406 3.69460 -0.0491 0.0339 0.0475
C 1.72298 1.77256 6.03347 0.0873 0.0493 0.0175
H 0.98104 3.35123 -6.62543 -0.0366 -0.0470 -0.0411
H 1.16442 -0.30423 -8.67279 -0.0390 0.1081 0.0228
C 5.72998 5.50094 -10.80289 0.1200 -0.1060 0.0478
C 6.55715 -6.42561 0.33736 -0.7117 0.1805 0.3338
H 1.87876 -2.53091 1.78208 0.9095 0.6009 -0.7038
C 1.05058 2.87488 -8.81372 0.0624 0.0298 -0.1508
H 1.14546 0.56412 2.65201 0.6098 -0.0605 -1.1050
C 8.81840 -0.39488 -0.09849 -0.1624 0.0296 -0.0049
H 7.85486 -2.58455 2.00553 0.0607 0.0777 -0.0552
H 10.31677 -2.80984 1.59925 -0.0124 0.0639 -0.0381
C -0.59716 -3.05780 2.27758 -0.5545 -0.2976 0.4453
H 2.41449 4.37540 2.13002 0.0585 0.0153 0.0240
C -0.33437 0.86703 6.05469 -0.1653 0.0406 -0.0118
H -3.81745 0.27908 -1.26626 0.6660 -0.1934 0.9751
H -0.16489 -3.38613 -3.52545 -1.1568 0.1264 0.4815
H 4.63055 10.91215 4.87685 0.0182 -0.0493 -0.0407
N 4.35651 3.69281 1.57183 0.0195 -0.0122 0.0476
H -0.75243 -5.87826 -3.94973 -0.0257 0.2472 -0.9681
C 4.53890 6.21175 -11.09698 -0.1580 0.0514 -0.0234
H 10.99978 -0.89178 -0.19240 -0.0594 -0.0205 0.0291
H 1.02864 3.83983 -9.29693 -0.0660 -0.0657 0.0000
H -10.04748 -3.79250 3.75465 0.0685 0.0086 -0.0234
H -8.10905 -2.62397 2.25859 -0.0004 -0.0452 0.0352
H -11.39308 5.43454 0.88609 0.0516 -0.0142 0.0436
H -7.63574 6.08551 2.94433 -0.0551 0.0055 -0.0528
C -10.52791 5.33038 1.52213 -0.0925 -0.1242 0.0372
O -2.02182 -2.28903 -0.23814 0.5605 1.2453 -0.8247
H -0.24404 -3.55277 1.33369 -0.3158 0.5720 0.7331
H 8.70533 0.43506 -0.77855 0.0000 -0.0543 0.0372
C 9.70315 -2.06717 1.11476 0.0354 -0.0438 0.0570
H -1.41098 -5.57334 1.71788 -0.5656 -0.0143 0.9201
H 7.61623 -6.06040 0.27674 -0.9789 -0.4353 -0.1032
N -9.08209 4.51745 2.99136 -0.0644 0.1495 -0.0326
C -5.52471 -4.31491 -2.83538 0.6737 -0.1487 -0.2791
C 5.83940 -5.87388 1.66661 0.9088 -1.1810 -0.6393
C 6.46529 8.86610 3.06368 0.0060 -0.0341 -0.0767
H 3.24256 9.22824 3.26396 0.0607 0.0360 0.0133
H -2.79810 -3.27400 1.92732 0.9698 -0.1958 0.8952
H -6.60664 -4.58687 -2.98692 1.0840 0.2907 0.2367
H -10.83925 3.38327 2.57236 0.0301 0.0513 -0.0461
H -1.29864 2.78145 6.68391 0.0388 -0.0663 -0.0036
C 7.81326 -0.97500 0.63151 -0.0966 0.0041 0.0572
H 6.47932 3.49839 1.49124 -0.0296 0.0443 0.0467
H 6.52362 -7.55576 0.31323 0.1617 1.2950 0.0146
C 2.95142 -0.62920 2.24207 -0.3123 -0.6301 -0.4881
C -8.10580 1.40061 4.55714 -0.0159 0.0520 0.0239
C -0.94849 -1.45059 -0.51422 2.6107 1.9065 -0.2133
H 5.94838 -6.05434 -0.53666 0.8561 -0.3222 0.7832
H 1.40170 -6.07821 -5.78067 -0.6612 0.8323 0.3815
H 3.80385 6.05975 3.74289 0.0351 -0.0486 -0.0169
H -2.11806 -0.91302 3.74093 0.1837 -0.0785 -1.0151
H -2.83882 -1.13120 2.05982 0.8711 0.2391 0.6466
C -2.01472 -3.64958 2.65216 -0.0778 -0.4452 -0.2424
H -4.96310 0.65356 1.14688 -0.3843 -0.9646 -0.6475
C -3.29466 -1.78463 -0.69299 -1.5610 0.0095 -0.1281
O -1.70149 -4.71867 -5.49223 -0.1038 0.1547 2.5787
C 2.86288 -2.05156 1.52095 0.8518 0.2439 1.5283
C -5.01577 -0.26906 0.49148 0.9932 1.2170 0.4211
H -4.95386 -6.32728 -3.45554 0.8757 0.8607 -0.2326
H 6.01405 3.76748 -9.42187 -0.0151 0.0599 -0.0392
H 1.47556 -0.33385 5.50524 -0.0096 0.0470 0.0398
C 5.40777 4.52125 -9.89842 -0.0099 -0.0179 0.0682
H 3.99316 -0.21354 2.10269 -1.1184 -0.3653 0.0764
C -9.44771 6.24121 1.64707 0.1359 0.0783 0.0569
C 4.30713 9.33180 3.40216 -0.0417 -0.0299 -0.0678
H 1.03961 3.68007 6.63840 -0.0089 -0.1063 -0.0401
H 2.77331 2.00588 5.95968 -0.0582 -0.0372 -0.0081
H -2.88518 0.21346 0.36255 -0.2795 -0.5486 -1.0652
P -2.45475 -3.96280 -4.20657 -0.9590 1.0232 -0.7641
C 6.40631 9.87455 3.99204 0.1431 -0.0711 -0.0317
O -3.21598 -5.12257 -3.26562 0.8085 1.2479 -1.6842
H -8.94926 -5.61844 5.07136 0.0579 0.0622 -0.0795
C -7.99419 -3.45003 2.94377 -0.1520 0.0526 -0.0384
C 5.58027 5.02182 2.85705 0.1892 -0.0572 -0.0661
H 0.10830 -3.39809 3.09932 -0.6130 0.5047 -0.9332
C 3.53108 5.64058 -10.36225 -0.0462 -0.0175 0.0661
H -2.33240 -1.16849 -3.18824 0.9354 -0.4621 0.2181
H -8.79426 -0.63271 4.15106 0.0680 0.0234 0.0101
C 5.03639 10.16982 4.20718 -0.1636 0.0026 0.0225
N 4.06904 4.61625 -9.63173 0.0646 0.0166 -0.0385
H 4.09761 2.98636 0.90083 -0.0293 0.0418 0.0632
H -6.63932 2.91724 4.74755 0.0513 -0.1346 0.0201
C -1.19320 -3.14964 -3.10894 0.8734 -0.4659 -0.1668
C -1.28457 -1.55419 -3.11380 0.7347 -0.3508 -0.0677
C 1.02568 2.61988 -7.41785 0.0445 -0.0675 0.1724
C -6.61024 -0.17434 3.98143 0.1994 0.0629 -0.0258
H 1.13885 1.40949 -10.49814 -0.0016 0.0557 0.0580
H -5.90400 -0.13409 -0.17649 0.7490 -0.5193 0.6298
H 4.92693 7.83948 2.03627 0.0392 -0.0151 0.1382
H 2.29688 1.40601 1.55615 -0.5126 -1.1234 0.0673
H 3.62072 2.31694 -2.35585 -1.0423 -0.7930 0.2249
C -0.51635 -1.02670 -1.84230 -0.3425 -0.1137 1.4411
H -4.88936 1.24620 4.10173 -0.0511 -0.0451 0.0030
C -2.08042 -5.24299 2.55441 -0.6356 0.9943 0.0458
C 1.83386 0.40288 1.77166 -0.3853 -0.0813 -0.0400
H 0.71355 -4.48071 -6.31146 0.1787 -0.5002 0.9104
C -8.57364 5.71445 2.56261 0.0708 -0.0041 0.0171
N 2.53103 1.24907 -0.88293 -1.6734 -0.6741 -3.8768
H 7.25338 10.34669 4.46496 -0.0471 -0.0363 -0.0295
C 1.03868 0.60485 5.81078 0.1359 0.0266 -0.0776
C -0.44072 2.18462 6.41833 -0.0175 0.0695 0.0315
H -5.35476 -3.23408 -3.09640 -0.1953 -1.1399 0.0295
H -0.85257 -6.63248 -5.60210 -0.2153 1.0752 0.6959
C 2.75495 1.61718 -2.17796 0.1808 -0.0561 -0.1914
C 1.06696 1.25910 -7.25181 0.0725 -0.1065 0.0933
C -6.79582 -4.14802 3.24353 0.1011 -0.0899 0.0496
H 2.99875 -1.96378 0.40934 -0.2554 -0.0298 1.0446
H -1.81314 0.32688 2.45333 -0.3525 -1.1456 0.3003
N 8.36048 -1.98930 1.37220 0.0159 0.0346 -0.1085
H 1.28688 -4.74839 -4.54654 -0.3022 -0.1336 -1.1112
H 4.77161 -2.41174 2.72124 -0.7702 -0.4900 -0.7443
N -8.44641 -5.03078 4.42925 0.0493 0.0297 -0.0837
H 3.51221 -3.69260 2.90016 0.4572 0.6360 -0.6999
H -3.14911 -5.50535 2.29646 1.1843 0.0636 0.2041
H -4.07703 -2.42555 -0.18054 1.1568 0.5011 -0.4477
H 3.55814 4.02359 -8.99733 -0.0061 0.0092 -0.1212
N 1.12134 0.68404 -8.49266 -0.0274 0.1554 0.0112
H -1.15213 0.16773 5.97196 0.0379 0.0463 0.0227
C 0.66063 -0.08829 -2.00953 -0.6561 -0.6079 0.4357
H 6.53165 -5.12859 2.15664 -0.8807 -0.6098 -0.2880
H 5.72928 -6.76959 2.34313 -0.2091 1.1922 -0.4403
C 3.98890 -2.99914 2.15425 -0.3181 -0.3923 -0.7186
H -9.32576 7.17764 1.12539 -0.0003 -0.0571 0.0361
H 2.48056 5.87495 -10.29528 0.0699 0.0200 -0.0197
H -8.64748 3.90834 3.66143 -0.0659 -0.0022 -0.1538
H 2.30343 1.54986 -4.39123 -0.2882 -0.4447 1.1373
H -1.21577 -3.60187 -2.08311 -0.2426 0.4959 -0.8936
C 1.10688 1.66119 -9.45014 0.0635 -0.0806 -0.0811
N -6.85328 1.95791 4.53597 -0.0499 0.0079 -0.0496
C 3.47924 4.47907 2.26796 -0.0645 -0.0413 -0.0891
```
Positions in Å, forces in eV/Å.

No. 2
# C4H14NO2

A cluster of 3 separate species, C4H14NO2 in total (the ωB97M-V functional and the def2-TZVPD basis, the Open Molecules 2025 dataset).

Output
HOMO-LUMO gap (eV): 12.5
Energy above the lowest of the compared OMol25 structures with the same formula, charge and spin (eV): 0.2239
Charge: +1
LUMO energy (eV): -2.87
Multiplicity: 1
E_HOMO (eV): -15.37

```
21
Properties=species:S:1:pos:R:3:forces:R:3
H 1.13711 2.47015 0.70840 0.1032 0.1717 -0.0234
O 2.02510 -2.34346 1.05828 -0.1445 -0.1147 0.2212
C 0.53608 -0.41023 -0.90650 -0.6110 -0.4249 -0.0449
H -3.85949 0.84840 -1.26003 0.1816 0.0065 -0.0320
H 2.26437 0.53636 -0.03611 0.0464 -0.1945 0.0637
H 2.31592 -2.35263 1.97865 0.0364 0.0704 -0.0786
C 0.54539 1.79197 0.10435 -0.0038 0.0383 0.2163
H -1.46497 -0.05487 -0.38980 -0.2492 -0.0845 0.2054
H -0.70780 -1.14501 0.64709 -0.1140 -0.1351 -0.0832
C 1.41835 0.80193 -0.66476 0.2348 -0.0118 -0.3624
H -0.11467 2.39221 -0.51522 -0.1338 -0.0654 -0.1793
H -3.75703 -0.34982 -0.31741 -0.0888 0.0293 -0.0768
H -1.06104 1.18701 1.58530 -0.2872 0.3184 -0.1242
H 2.10910 -3.26588 0.78841 0.0317 0.0403 -0.0649
H 1.83944 1.13064 -1.61389 -0.1568 0.3450 0.0944
N -0.59967 -0.28867 0.11302 0.6159 0.3158 -0.1504
O -3.22037 0.26559 -0.83086 -0.0990 -0.0986 0.1452
H 1.02779 -1.35659 -0.74910 0.2029 -0.0870 0.1741
H 0.51204 0.41047 1.72421 -0.1900 0.1038 -0.0449
H 0.04724 -0.46357 -1.87649 0.1282 0.3247 -0.1092
C -0.20737 0.84662 1.02015 0.4971 -0.5478 0.2540
```
Positions in Å, forces in eV/Å.

No. 3
# C16H31IN4O2Rh

A structure of composition C16H31IN4O2Rh (the ωB97M-V functional and the def2-TZVPD basis, the Open Molecules 2025 dataset).

Output
HOMO-LUMO gap (alpha / beta) (eV): 9.8 / 6.4
Energy above the lowest of the compared OMol25 structures with the same formula, charge and spin (eV): 0.0000
Charge: +3
LUMO energy (alpha / beta) (eV): -8.96 / -12.38
Multiplicity: 5
E_HOMO (alpha / beta) (eV): -18.74 / -18.75

```
55
Properties=species:S:1:pos:R:3:forces:R:3
H 0.40350 -3.25000 1.31698 -0.0385 -0.0926 0.1105
H -1.22240 2.30518 1.29282 -0.0283 0.0008 -0.0071
H -0.12638 3.28947 -0.29191 -0.0213 -0.0047 0.0327
O 2.03204 -1.16512 -0.04406 0.0695 -0.1505 -0.0832
H -1.57165 1.26293 -1.75450 0.0478 0.0130 -0.0442
C 0.53763 2.21966 -2.51835 0.1069 -0.0131 0.1878
H 0.47400 -1.62619 2.86061 0.1278 0.0158 -0.0702
H 2.60018 0.77859 -2.19875 0.0102 -0.0111 0.0031
O -0.03399 -1.35115 2.08634 -0.0658 -0.1121 -0.2522
H 1.19534 2.98920 -2.93011 -0.0154 -0.0047 -0.0381
C -2.92709 -1.05793 0.14042 0.3446 0.2993 0.0803
C 1.43770 2.70734 1.07092 -0.0671 -0.1378 0.2876
I 0.21039 -1.47260 -2.61468 -0.1007 -0.0182 -0.1628
C -1.77324 -2.94516 1.48561 -0.0491 0.0554 0.0396
H -1.82846 -3.44144 2.45649 -0.0649 0.0370 0.0202
H -0.57763 2.63847 2.90866 -0.0363 0.0019 0.0329
C 2.60629 -1.95642 -0.83400 0.0679 0.0915 0.1515
C -3.49144 0.43199 -2.12630 -0.1556 -0.0166 -0.0532
H 1.59533 -3.57107 -1.81530 0.0443 -0.0370 0.0042
N -1.99362 -0.17741 -0.33264 -0.5023 -0.1504 -0.3572
H -3.72336 -2.10501 1.77922 -0.0085 -0.0229 -0.0006
C 0.92548 3.00381 -0.30055 -0.0178 -0.0704 -0.1692
C -0.64356 1.88946 2.11492 0.2475 0.0311 -0.0143
H 1.96899 1.84463 3.33336 0.0300 -0.0534 0.0728
H 0.52583 1.37557 -3.19908 -0.0263 -0.0066 -0.0229
H 2.59261 -2.58787 -2.90536 0.0412 -0.0324 0.0103
N 0.73237 1.54404 1.66827 -0.1578 -0.0608 0.0038
H 2.50221 2.48295 1.06813 0.0199 0.0153 -0.0310
C -2.31448 0.55165 -1.43644 0.1591 -0.1505 0.2817
H 0.90472 0.44220 3.46812 0.0156 -0.0227 0.0211
C 1.54202 0.99864 2.79070 -0.1264 0.1712 -0.1680
C -4.41421 -0.51169 -1.68746 0.0746 0.0468 0.0114
H -1.12926 0.99898 2.50550 -0.0279 -0.0094 0.0165
H -0.45136 2.65676 -2.41617 -0.0252 0.0059 -0.0297
H 4.33543 -2.01796 0.21315 0.0339 0.0045 0.0119
C -2.74258 -1.75644 1.46292 -0.0525 -0.1174 0.0082
H -0.29628 -2.07789 0.21889 -0.1048 -0.4940 -0.1026
H -2.43382 -1.02277 2.20773 0.0199 0.0104 0.0091
H 4.32855 -2.97640 -1.22640 0.0278 -0.0137 0.0017
H -5.35134 -0.65863 -2.20867 0.0036 -0.0087 0.0021
H -3.68555 1.05735 -2.98716 0.0251 0.0025 0.0175
H 1.47651 3.84572 -0.73036 0.0183 0.0110 0.0028
N 3.84599 -2.33599 -0.61205 -0.0517 -0.0083 -0.0632
H -2.02888 -3.69795 0.73613 -0.0327 0.0464 -0.0138
C 1.93057 -2.56032 -2.04335 -0.0036 0.0340 0.0427
Rh 0.15734 -0.06528 0.05031 0.2900 0.5329 0.3703
H 2.95526 1.06846 -0.48830 0.0149 0.0211 0.0309
N 1.07308 1.81827 -1.18410 0.0546 0.1475 -0.1509
C -4.11999 -1.23544 -0.54729 -0.1552 -0.0552 0.0061
H 3.04873 2.40470 -1.65993 0.0284 -0.0225 -0.0187
H 2.34705 0.37640 2.40393 0.0151 0.0147 0.0048
H -4.84423 -1.93650 -0.15318 0.0308 -0.0015 0.0096
C 2.51288 1.49348 -1.38303 -0.1567 0.0120 -0.0015
H 1.29086 3.56545 1.73300 0.0155 0.0397 -0.0212
C -0.36406 -2.48071 1.25634 0.1077 0.2376 -0.0094
```
Positions in Å, forces in eV/Å.

No. 4
# C7H8BrO2

A structure of composition C7H8BrO2 (the ωB97M-V functional and the def2-TZVPD basis, the Open Molecules 2025 dataset).

Output
HOMO-LUMO gap (eV): 7.5
Energy above the lowest of the compared OMol25 structures with the same formula, charge and spin (eV): 3.0057
Charge: -1
LUMO energy (eV): 3.31
Multiplicity: 1
E_HOMO (eV): -4.21

```
18
Properties=species:S:1:pos:R:3:forces:R:3
Br -0.24326 -0.34561 -3.45509 0.0024 0.3858 0.9491
C -1.13764 0.34645 -0.69636 -1.6564 1.5830 0.3027
H -1.85944 -0.33983 -1.06750 -0.9379 -1.1414 0.4278
C 0.45111 -0.91994 0.69053 -0.0526 -2.5076 2.7483
H -1.76971 1.30720 -0.71376 1.3634 -0.5616 -0.5659
C -0.67606 0.18549 0.74348 1.0565 -3.4707 1.2196
H -1.31910 -0.39690 1.51454 0.0852 2.0075 -1.3578
C 1.44965 0.41826 -1.04482 1.1359 0.5402 -2.5297
C 1.19828 -0.99453 -0.58731 -2.9469 3.7882 -0.5720
H 1.48205 1.23857 -0.31945 -0.1309 -0.3785 0.2330
O 1.43552 -3.27794 -0.49478 0.6070 0.3309 -1.1742
O 2.38039 -2.04024 -2.23760 -0.3043 -1.1831 0.5591
C 0.01377 0.11813 -1.59211 4.1829 -1.1709 0.9993
C 1.72211 -2.25932 -1.18553 0.4253 0.1421 -0.0715
H 2.34484 0.63479 -1.78107 -2.1214 -0.8770 1.0976
H 0.00654 -1.95372 0.96689 0.4489 1.4576 -1.0558
H -0.18460 1.05414 1.15610 -0.5427 0.5465 0.0740
H 1.14587 -0.85268 1.61176 -0.6145 0.5091 -1.2836
```
Positions in Å, forces in eV/Å.